(1)
C4H12N2 | ωB97M-V/def2-TZVPD

```
18
Properties=species:S:1:pos:R:3:lowdin_charge:R:1
N 1.809 -1.423 1.303 -0.017
C 1.436 -0.196 0.600 -0.324
C 0.575 -0.294 -0.593 -0.275
C -0.893 -0.622 -0.257 -0.204
C -1.718 0.686 -0.127 -0.315
N -1.706 1.588 -1.252 -0.013
H 2.467 -2.070 0.810 0.095
H 2.151 -1.371 2.209 0.026
H 1.216 0.797 1.123 0.132
H 2.472 -0.061 0.044 0.125
H 0.967 -1.090 -1.160 0.086
H 0.770 0.506 -1.305 0.111
H -1.234 -1.288 -0.955 0.054
H -0.872 -1.231 0.835 0.167
H -1.099 1.140 0.789 0.125
H -2.821 0.523 0.177 0.128
H -0.999 2.307 -1.156 0.068
H -2.522 2.099 -1.085 0.032
```

The calculation puts the HOMO-LUMO gap at 0.354 Eh. Its energy is -7320.6420 eV. For the energy above the lowest of the compared OMol25 structures with the same formula, charge and spin, the calculation gives 230.3 kJ/mol. The charge is 0. The SMILES is NCCCCN. For the HOMO energy, the calculation gives -8.6 eV.



(2)
C4H12N2 | ωB97M-V/def2-TZVPD

```
18
Properties=species:S:1:pos:R:3:lowdin_charge:R:1
C 2.661 0.644 0.394 -0.039
C 2.615 0.141 -0.837 -0.304
N 1.530 -0.579 -1.320 0.037
H 1.872 0.404 1.097 0.035
H 3.398 1.325 0.783 0.034
H 3.458 0.213 -1.514 0.095
H 0.626 -0.188 -1.107 0.025
H 1.625 -1.079 -2.184 0.077
C -2.138 0.139 1.812 -0.112
C -2.462 -0.402 0.421 -0.320
N -1.471 -0.005 -0.597 -0.021
H -2.474 1.172 1.901 0.070
H -2.610 -0.420 2.619 0.068
H -1.074 0.108 2.029 0.059
H -2.475 -1.494 0.455 0.095
H -3.459 -0.033 0.175 0.102
H -0.689 0.309 -0.035 0.030
H -1.747 0.720 -1.241 0.069
```

The calculation puts the HOMO-LUMO gap at 0.338 Eh. Its energy is -7321.6941 eV. For the energy above the lowest of the compared OMol25 structures with the same formula, charge and spin, the calculation gives 128.8 kJ/mol. The charge is 0. The SMILES is C=CN.CCN. For the HOMO energy, the calculation gives -8.1 eV.



(3)
C4H12N2 | ωB97M-V/def2-TZVPD

```
18
Properties=species:S:1:pos:R:3:lowdin_charge:R:1
C 2.220 -1.159 0.914 -0.166
N 1.115 -0.244 0.731 -0.132
C -0.059 -0.914 0.124 -0.238
C -0.666 -0.205 -1.091 -0.195
C -0.862 1.307 -0.862 -0.288
N -2.120 1.540 -0.139 -0.023
H 1.980 -2.075 1.482 0.076
H 3.074 -0.718 1.446 0.074
H 2.625 -1.438 -0.061 0.077
H 0.812 0.098 1.631 0.094
H 0.232 -1.924 -0.151 0.101
H -0.861 -0.986 0.864 0.111
H -0.306 -0.458 -2.084 0.099
H -1.706 -0.545 -1.050 0.094
H 0.009 1.705 -0.336 0.093
H -1.037 1.791 -1.821 0.103
H -2.468 2.452 -0.436 0.060
H -1.981 1.772 0.839 0.057
```

The calculation puts the HOMO-LUMO gap at 0.363 Eh. Its energy is -7321.9402 eV. For the energy above the lowest of the compared OMol25 structures with the same formula, charge and spin, the calculation gives 105.0 kJ/mol. The charge is 0. The SMILES is CNCCCN. For the HOMO energy, the calculation gives -8.8 eV.



(4)
C4H12N2 | ωB97M-V/def2-TZVPD

```
18
Properties=species:S:1:pos:R:3:lowdin_charge:R:1
C 0.163 1.028 1.269 -0.284
N -0.829 1.804 0.546 -0.016
C -0.316 -0.473 1.218 -0.213
C -0.648 -1.133 -0.124 -0.212
C 0.673 -1.168 -0.989 -0.136
N 0.654 0.515 -1.731 -0.003
H 1.134 1.129 0.763 0.085
H 0.261 1.379 2.328 0.116
H -1.239 2.651 0.873 0.052
H -0.649 1.736 -0.433 0.018
H 0.473 -1.094 1.629 0.093
H -1.229 -0.375 1.833 0.107
H -0.890 -2.200 -0.022 0.101
H -1.377 -0.648 -0.778 0.098
H 1.539 -1.252 -0.335 0.102
H 1.332 -0.355 -1.737 -0.019
H 0.113 0.410 -2.585 0.011
H 0.835 -1.955 -1.725 0.100
```

The calculation puts the HOMO-LUMO gap at 0.340 Eh. Its energy is -7318.8364 eV. For the energy above the lowest of the compared OMol25 structures with the same formula, charge and spin, the calculation gives 404.5 kJ/mol. The charge is 0. For the HOMO energy, the calculation gives -8.3 eV.



(5)
C4H12N2 | ωB97M-V/def2-TZVPD

```
18
Properties=species:S:1:pos:R:3:lowdin_charge:R:1
C 0.582 0.420 -0.792 -0.201
C -0.801 1.004 -0.420 -0.216
C -1.950 -0.064 -0.221 -0.276
N -1.355 -1.271 0.779 -0.014
C 1.249 -0.389 0.346 -0.337
N 2.644 -0.030 0.513 -0.036
H 0.597 -0.321 -1.622 0.116
H 1.244 1.260 -1.068 0.106
H -0.661 1.487 0.538 0.097
H -1.181 1.752 -1.193 0.123
H -2.743 0.325 0.412 0.104
H -2.257 -0.126 -1.273 0.105
H -1.214 -1.140 -0.450 0.122
H -2.270 -1.469 1.138 0.005
H 1.358 -1.469 0.149 0.099
H 0.753 -0.358 1.396 0.113
H 2.806 0.898 0.512 -0.003
H 3.200 -0.506 1.256 0.091
```

The calculation puts the HOMO-LUMO gap at 0.337 Eh. Its energy is -7318.0149 eV. For the energy above the lowest of the compared OMol25 structures with the same formula, charge and spin, the calculation gives 483.8 kJ/mol. The charge is 0. For the HOMO energy, the calculation gives -8.3 eV.



(6)
C4H12N2 | ωB97M-V/def2-TZVPD

```
18
Properties=species:S:1:pos:R:3:lowdin_charge:R:1
C -1.643 1.604 0.555 -0.131
C -1.199 0.171 0.241 -0.214
C 0.317 0.082 -0.287 -0.442
N 0.735 0.933 -1.431 0.003
C 0.574 -1.380 -0.440 -0.253
N 1.328 -1.922 0.783 -0.025
H -1.906 2.186 -0.414 0.100
H -2.546 1.473 1.083 0.035
H -0.834 2.155 1.131 0.091
H -1.804 -0.426 -0.418 0.086
H -1.127 -0.476 1.273 0.156
H 1.145 0.487 0.379 0.135
H 0.801 1.893 -1.062 0.068
H 1.700 0.625 -1.565 0.065
H -0.355 -1.987 -0.645 0.109
H 1.136 -1.636 -1.354 0.107
H 1.454 -1.394 1.641 0.049
H 2.224 -2.389 0.530 0.063
```

The calculation puts the HOMO-LUMO gap at 0.363 Eh. Its energy is -7321.1680 eV. For the energy above the lowest of the compared OMol25 structures with the same formula, charge and spin, the calculation gives 179.5 kJ/mol. The charge is 0. The SMILES is CC[C@H](N)CN. For the HOMO energy, the calculation gives -8.8 eV.



What is the formula in the first record? C4H12N2



Which value of HOMO-LUMO gap does entry 6 give? 0.363 Eh



Which value of energy does entry 6 give? -7321.1680 eV